Entry 1:
ORCA calculation (ωB97M-V/def2-TZVPD) on 3 unconnected molecules or ions with the total composition C19H40O14P2 in a non-equilibrium geometry.

As for the largest force on an atom: 3.93 eV/A. The energy is -2484.08537 Eh. The value obtained for the gap between HOMO and LUMO is 0.293 hartree.

Each line ends with the Mulliken charge.
CARTESIAN COORDINATES (ANGSTROEM)
P (-4.45, 1.02, 3.97)  0.795
P (-5.13, 3.38, 1.55)  0.298
O (1.56, -4.66, -0.96)  -0.339
O (0.96, 1.75, -5.19)  -0.403
O (-5.82, 1.46, 3.93)  -0.615
O (-3.46, 2.21, 4.48)  -0.479
O (-4.39, -0.23, 5.00)  -0.558
O (-4.31, 4.33, 0.46)  -0.473
O (-5.10, 0.52, 1.43)  -0.362
O (-0.85, 1.39, -4.07)  -0.362
O (-5.69, 1.60, -0.35)  -0.495
O (2.52, -6.45, -0.22)  -0.343
O (-6.66, 4.01, 1.67)  -0.454
O (1.10, 0.70, -3.18)  -0.542
O (3.65, -5.14, -1.68)  -0.553
O (4.17, 3.63, 2.50)  -0.378
C (1.44, 1.62, 0.96)  -0.716
C (-3.33, -0.93, 2.18)  -0.882
C (-2.25, -1.11, 1.08)  -0.646
C (1.21, -3.85, -3.22)  -1.230
C (-5.33, 1.67, 0.76)  0.693
C (1.54, -3.49, -1.79)  0.225
C (2.76, 0.24, -5.84)  -0.961
C (3.48, 4.86, 2.67)  -0.686
C (0.47, 1.24, -4.06)  0.764
C (-0.85, -1.45, 1.67)  -0.907
C (3.31, 2.51, 2.51)  -0.555
C (-0.04, -0.15, 1.96)  -0.651
C (2.94, 2.02, 1.08)  -0.715
C (1.19, 0.07, 1.02)  -0.074
C (-3.91, 0.51, 2.23)  -0.184
C (3.63, -7.35, -0.23)  -0.645
C (-1.49, 0.82, -2.93)  -0.386
C (2.38, 1.62, -5.35)  -0.176
C (2.68, -5.39, -1.02)  0.745
H (-1.03, 1.18, -2.01)  0.035
H (-3.49, -0.41, 5.31)  0.340
H (3.45, -8.09, 0.55)  0.230
H (-2.19, -0.18, 0.49)  0.272
H (3.68, -7.87, -1.19)  0.289
H (3.86, 1.68, 2.99)  0.269
H (-2.58, -1.90, 0.40)  0.487
H (-0.72, 0.71, 1.91)  0.238
H (2.67, 2.37, -6.10)  0.318
H (2.90, 1.87, -4.43)  0.275
H (-3.17, 1.20, 1.81)  0.643
H (-2.93, -1.17, 3.17)  0.362
H (0.37, -0.25, 2.98)  0.296
H (0.76, -2.84, -1.39)  0.017
H (-1.43, -0.27, -2.98)  0.286
H (-6.55, 4.90, 2.02)  0.334
H (3.61, 1.19, 0.82)  0.428
H (2.52, -0.52, -5.10)  0.175
H (-4.15, -1.61, 1.94)  0.377
H (-1.07, -1.95, 2.63)  0.512
H (0.29, -4.42, -3.27)  0.355
H (1.10, -2.94, -3.83)  0.262
H (4.19, 5.56, 3.13)  0.236
H (-2.53, 1.12, -2.94)  0.306
H (2.42, 2.69, 3.13)  0.374
H (3.12, 2.84, 0.38)  0.297
H (1.00, -0.37, 0.03)  0.032
H (3.83, 0.19, -6.06)  0.362
H (0.93, 2.04, 1.84)  0.403
H (-0.30, -2.17, 1.05)  0.185
H (2.48, -2.95, -1.72)  0.324
H (2.00, -4.46, -3.66)  0.359
H (-2.55, 1.87, 4.38)  0.332
H (2.09, -0.40, 1.41)  0.387
H (4.56, -6.84, -0.03)  0.301
H (3.18, 5.24, 1.68)  0.249
H (2.61, 4.79, 3.34)  0.308
H (2.20, -0.01, -6.75)  0.306
H (-4.03, 5.12, 0.94)  0.350
H (0.96, 2.09, 0.10)  0.336

---

Entry 2:
ORCA calculation (ωB97M-V/def2-TZVPD) on a molecular structure, C19H41BBaN6Si4 in a non-equilibrium geometry.

As for the largest force on an atom: 9.10 eV/A. The energy is -2285.35036 Eh. For the energy above the lowest of the compared OMol25 structures with the same formula, charge and spin, the calculation gives 11.75 kJ/mol. The value obtained for the gap between HOMO and LUMO (alpha / beta) is 0.192 / 0.193 hartree.

Each line ends with the Mulliken charge.
CARTESIAN COORDINATES (ANGSTROEM)
Ba (2.04, -0.67, -0.35)  1.853
Si (-0.29, 3.91, -0.28)  0.392
Si (-0.89, 1.69, 0.03)  0.226
Si (-1.83, 1.44, 2.14)  0.141
Si (-2.43, 1.07, -1.58)  0.218
N (1.19, -2.45, 1.61)  0.360
N (0.85, -2.92, -1.37)  0.343
N (3.41, -3.70, 0.06)  0.080
N (3.46, -2.31, -0.26)  -0.364
N (1.17, -4.21, -0.97)  -0.111
N (1.39, -3.82, 1.55)  -0.205
C (0.64, -2.20, 2.82)  -0.465
C (4.81, -2.02, -0.34)  -0.106
C (4.66, -4.19, 0.16)  -0.070
C (5.58, -3.16, -0.08)  -1.097
C (-0.40, 1.73, 3.34)  -1.026
C (-0.05, -4.42, -2.81)  -1.211
C (0.65, -5.12, -1.82)  -0.135
C (1.43, 4.11, 0.47)  -0.969
C (-1.48, 5.12, 0.55)  -1.149
C (-1.59, 1.07, -3.27)  -0.851
C (-0.22, 4.31, -2.12)  -1.054
C (-2.51, -0.31, 2.35)  -1.063
C (0.09, -3.06, -2.48)  -0.296
C (-3.05, -0.68, -1.25)  -0.931
C (0.98, -4.40, 2.69)  -0.134
C (0.50, -3.41, 3.54)  -1.207
C (-3.22, 2.67, 2.49)  -0.975
C (2.46, 0.94, -1.91)  -1.602
C (-3.86, 2.30, -1.56)  -0.960
B (2.07, -4.44, 0.29)  0.067
H (-0.79, 0.33, -3.33)  0.045
H (0.40, 0.98, 3.22)  0.164
H (4.81, -5.24, 0.40)  0.435
H (1.65, 0.47, -2.50)  0.350
H (-1.82, -1.08, 1.99)  0.226
H (2.24, -5.61, 0.46)  -0.133
H (2.55, 1.96, -2.24)  0.331
H (-2.35, 0.82, -4.03)  0.404
H (-2.68, -0.48, 3.43)  0.366
H (5.15, -1.02, -0.58)  0.413
H (0.05, 2.72, 3.21)  0.293
H (-4.06, 2.55, 1.79)  0.222
H (-2.23, -1.41, -1.19)  0.118
H (-2.53, 4.91, 0.29)  0.335
H (-0.32, -2.20, -3.01)  0.355
H (-1.20, 4.21, -2.61)  0.240
H (0.82, -6.17, -1.66)  0.435
H (1.69, 5.18, 0.45)  0.382
H (-4.43, 2.26, -0.62)  0.240
H (-4.54, 2.04, -2.39)  0.401
H (0.37, -1.20, 3.14)  0.429
H (0.49, 3.67, -2.66)  0.227
H (-0.79, 1.66, 4.36)  0.434
H (-3.59, 2.46, 3.51)  0.381
H (-1.17, 2.05, -3.53)  0.252
H (-1.38, 5.11, 1.64)  0.253
H (0.11, 5.35, -2.23)  0.408
H (6.65, -3.25, -0.06)  0.394
H (2.19, 3.56, -0.09)  0.149
H (-3.63, -0.75, -0.32)  0.261
H (-2.89, 3.71, 2.46)  0.247
H (-3.70, -0.98, -2.09)  0.358
H (-0.58, -4.85, -3.64)  0.409
H (-3.52, 3.33, -1.71)  0.198
H (1.07, -5.47, 2.83)  0.447
H (0.10, -3.52, 4.53)  0.401
H (-1.24, 6.13, 0.19)  0.398
H (-3.46, -0.43, 1.83)  0.352
H (1.46, 3.78, 1.52)  0.220
H (3.44, 0.43, -2.01)  0.527
H (2.07, 1.15, -0.38)  -0.068

---

Entry 3:
ORCA calculation (ωB97M-V/def2-TZVPD) on a molecular structure, C19H41Br2N3O5V in a non-equilibrium geometry.

As for the largest force on an atom: 4.87 eV/A. As for the total charge: +1. The energy is -7380.72757 Eh. Its expectation value of S² is 2.037. Its spin multiplicity is 3. The value obtained for the gap between HOMO and LUMO (alpha / beta) is 0.259 / 0.309 hartree.

Each line ends with the Mulliken spin population.
CARTESIAN COORDINATES (ANGSTROEM)
Br (-8.10, 22.78, -16.20)  0.000
Br (-3.92, 22.00, -18.14)  0.000
V (-10.11, 24.06, -20.65)  2.229
O (-8.28, 25.36, -26.40)  0.000
O (-7.91, 23.33, -20.78)  0.034
O (-9.27, 25.48, -18.95)  -0.001
O (-8.40, 25.00, -21.86)  0.010
O (-10.29, 23.15, -19.40)  -0.236
N (-7.68, 26.77, -17.86)  0.003
N (-10.72, 23.78, -26.70)  -0.007
N (-6.56, 20.96, -24.50)  0.000
C (-7.55, 24.14, -21.63)  -0.048
C (-12.15, 23.20, -26.49)  -0.002
C (-11.46, 25.66, -28.50)  0.000
C (-6.80, 26.77, -19.01)  0.002
C (-5.59, 21.57, -17.11)  0.000
C (-6.62, 20.06, -22.03)  0.000
C (-8.85, 26.07, -17.97)  0.000
C (-5.19, 19.99, -21.47)  0.000
C (-10.61, 24.42, -28.12)  0.000
C (-6.18, 24.20, -22.34)  -0.002
C (-12.74, 22.35, -27.66)  0.000
C (-6.36, 22.84, -17.08)  -0.001
C (-4.67, 21.37, -21.18)  -0.001
C (-9.79, 22.54, -26.67)  -0.002
C (-10.48, 24.81, -25.54)  -0.002
C (-9.07, 25.06, -25.20)  -0.002
C (-7.19, 27.17, -16.51)  0.000
C (-6.94, 25.68, -26.06)  0.000
C (-6.60, 20.53, -23.43)  0.001
H (-5.42, 24.10, -21.56)  0.000
H (-6.17, 23.44, -23.11)  0.001
H (-12.18, 22.62, -25.57)  0.002
H (-10.73, 23.70, -28.93)  0.000
H (-9.05, 25.99, -24.64)  -0.004
H (-9.57, 24.75, -28.19)  0.000
H (-5.32, 19.36, -20.59)  0.000
H (-13.78, 22.35, -27.35)  0.000
H (-11.01, 24.31, -24.73)  0.005
H (-5.23, 21.23, -16.13)  0.000
H (-11.11, 26.53, -27.96)  0.000
H (-7.26, 26.52, -19.97)  0.000
H (-6.67, 23.14, -18.08)  0.001
H (-7.08, 19.07, -22.14)  0.000
H (-6.87, 28.21, -16.51)  0.000
H (-12.52, 25.40, -28.44)  0.000
H (-10.94, 25.77, -25.77)  0.002
H (-6.18, 20.79, -17.60)  0.000
H (-3.62, 21.46, -20.94)  0.000
H (-5.73, 23.69, -16.82)  0.000
H (-12.68, 24.12, -26.26)  0.001
H (-8.79, 22.93, -26.89)  0.000
H (-4.78, 21.86, -22.15)  0.000
H (-4.47, 19.49, -22.12)  0.000
H (-9.74, 22.00, -25.73)  0.002
H (-5.98, 26.07, -18.87)  0.000
H (-10.17, 21.96, -27.51)  0.000
H (-6.02, 25.16, -22.83)  0.000
H (-7.46, 20.51, -21.49)  0.002
H (-7.91, 26.96, -15.72)  0.000
H (-9.43, 26.09, -17.04)  0.001
H (-12.71, 22.80, -28.65)  0.000
H (-11.35, 25.86, -29.57)  0.000
H (-6.23, 25.35, -26.82)  0.000
H (-8.80, 24.15, -24.65)  0.012
H (-12.42, 21.31, -27.77)  0.000
H (-6.84, 26.75, -25.92)  0.000
H (-6.38, 27.76, -19.14)  0.000
H (-6.66, 25.08, -25.19)  0.000
H (-6.28, 26.63, -16.20)  0.000
H (-5.31, 21.93, -20.50)  0.001

---

no.,molar mass (g/mol)
1,554.46
2,614.06
3,602.31